No. 1
Density functional theory data (the ωB97M-V functional and the def2-TZVPD basis) for a cluster of 2 separate species, C35H31NP in total.

CARTESIAN COORDINATES (ANGSTROEM)
1 H 3.37021 -4.25895 1.58784
2 H -2.77723 -1.09238 -1.26058
3 C 1.99013 -3.46906 0.11304
4 H 0.24601 7.33385 -0.03249
5 C -1.47732 1.33549 -0.38703
6 H 1.57331 -7.20752 -0.98187
7 C -0.79474 4.60893 1.35226
8 C -0.26424 -2.56522 2.04782
9 H -1.94975 -3.20626 3.23155
10 H -1.46367 0.55259 0.37021
11 C 3.24271 -1.88902 3.23661
12 C 3.44481 -1.77047 1.85274
13 C 0.32225 -0.21259 2.22332
14 C 0.63230 6.59706 0.68726
15 C -1.56101 -1.08620 3.47090
16 C 0.43624 4.54629 -0.72788
17 H 3.03261 -6.61574 0.95954
18 H 0.37029 6.93464 1.69582
19 C -3.85613 3.06698 -4.93459
20 C -1.32019 -2.35883 2.94350
21 C -0.94116 2.63790 -0.08355
22 H 0.93830 0.63271 1.90603
23 H 4.13260 -2.18932 5.17483
24 H -5.11496 -1.44006 -2.98558
25 H 2.23115 -1.86299 3.64095
26 C -4.27754 -1.12626 -3.62224
27 H -4.57931 1.01768 -5.29131
28 C -2.63142 1.99787 -2.62340
29 C -3.37295 1.21114 -3.53409
30 C -2.80599 -0.17386 -1.84252
31 H 4.95830 -1.57774 0.31030
32 C 4.32533 -2.04923 4.10986
33 C 1.70152 -6.16521 -0.68543
34 H -2.11391 4.02392 -2.13718
35 H 1.72661 6.59703 0.59287
36 C 2.68908 -4.49494 0.77020
37 H -0.91536 0.98628 3.51776
38 H 1.10871 5.02375 -1.44433
39 C -2.21170 1.08303 -1.53506
40 H -0.11020 -3.55588 1.61452
41 C 5.85436 -1.88798 2.24747
42 H 0.11527 2.80060 -1.94977
43 C 1.06393 -5.14369 -1.40256
44 C 2.51948 -5.83348 0.39719
45 H -1.92516 2.82680 1.83449
46 C -2.57012 3.36596 -2.86811
47 C 0.60136 -1.50751 1.72445
48 H 6.87417 -1.90308 1.85759
49 C 5.63427 -2.04353 3.62281
50 C -4.00661 1.69963 -4.66318
51 H 0.77235 -3.01192 -1.61822
52 H -4.67853 -0.72106 -4.55383
53 C -1.26653 3.32347 1.11887
54 H 0.43152 -5.39186 -2.25667
55 C 0.08706 5.22380 0.44724
56 H -1.11462 5.17124 2.23559
57 C -0.10587 3.30447 -1.01153
58 C -3.14240 3.88772 -4.04647
59 H -4.29912 3.48177 -5.84099
60 N -3.48985 -0.07820 -3.00760
61 H 6.47546 -2.16642 4.30733
62 P 2.05712 -1.69002 0.62474
63 C 4.77695 -1.72990 1.37511
64 C 1.23194 -3.80921 -1.03224
65 H -3.65525 -2.00032 -3.84140
66 H -3.04767 4.94856 -4.27019
67 C -0.73610 -0.01074 3.10742
68 H -2.39111 -0.92453 4.16188

Energy relative to the best compared isomer or geometry (same formula, charge and spin): 0.00 kcal per mole
Net charge: +1
HOMO: -10.1 eV
Kohn-Sham gap: 5.3500 eV

***

No. 2
Density functional theory data (the ωB97M-V functional and the def2-TZVPD basis) for a structure of composition C2H2Br3ClS.

CARTESIAN COORDINATES (ANGSTROEM)
1 Br 3.15433 -1.94505 0.29701
2 S 2.74253 0.98626 0.10526
3 H -1.05551 -0.74399 0.48512
4 Br -2.44611 1.32438 0.63971
5 Cl 1.13847 2.21311 0.37211
6 C 2.03656 -0.46282 0.41710
7 C -1.83187 -0.32505 -0.15333
8 Br -1.05876 -0.04954 -1.90987
9 H -2.67963 -0.99729 -0.25310

Energy relative to the best compared isomer or geometry (same formula, charge and spin): 51.13 kcal per mole
Net charge: 0
HOMO: -9.3 eV
Kohn-Sham gap: 8.4954 eV

***

No. 3
Density functional theory data (the ωB97M-V functional and the def2-TZVPD basis) for the molecule CH2N4S.

CARTESIAN COORDINATES (ANGSTROEM)
1 H -2.49423 1.18561 0.16439
2 N 0.19075 -1.11979 -0.00399
3 N 1.39506 -0.59801 -0.01795
4 H 2.24701 -1.11991 -0.01792
5 S -2.29865 -0.13749 -0.03101
6 N 0.13103 1.09614 -0.03303
7 N 1.40346 0.73149 -0.02162
8 C -0.57443 -0.03805 -0.03887

Energy relative to the best compared isomer or geometry (same formula, charge and spin): 4.09 kcal per mole
Net charge: 0
HOMO: -9.4 eV
Kohn-Sham gap: 10.2801 eV

***

No. 4
Density functional theory data (the ωB97M-V functional and the def2-TZVPD basis) for a cluster of 2 separate species, C3H8S in total.

CARTESIAN COORDINATES (ANGSTROEM)
1 H -3.02664 0.91037 -0.19052
2 H 0.82472 -0.58665 -1.49422
3 H 1.01947 -1.48658 0.92346
4 H 1.44823 0.93038 -1.01766
5 H 2.39910 -0.62766 -1.12619
6 S -2.88348 -0.25972 -0.54573
7 H -0.03775 1.31541 1.21082
8 H 0.16179 0.07977 2.60403
9 H -2.61472 -0.04803 -1.78081
10 C 0.92525 -0.43799 0.58682
11 C 0.31408 0.37803 1.56912
12 C 1.46994 -0.16733 -0.73912

Energy relative to the best compared isomer or geometry (same formula, charge and spin): 42.63 kcal per mole
Net charge: 0
HOMO: -8.9 eV
Kohn-Sham gap: 9.8025 eV

***

No. 5
Density functional theory data (the ωB97M-V functional and the def2-TZVPD basis) for a cluster of 2 separate species, CH5IN2O in total.

CARTESIAN COORDINATES (ANGSTROEM)
1 I -2.43034 -0.32396 0.33852
2 H 0.67878 0.36659 -2.11151
3 H -0.43660 1.37197 -1.00057
4 C -0.14988 0.43062 -1.42282
5 O -0.56129 -1.78802 -1.43674
6 H 1.06440 -0.76606 1.48188
7 N -0.74288 -0.64335 -1.09534
8 N 0.75295 0.19823 1.45771
9 H 1.57873 0.78454 1.47153
10 H 0.24614 0.36945 2.31735

Energy relative to the best compared isomer or geometry (same formula, charge and spin): 0.00 kcal per mole
Net charge: 0
HOMO: -9.3 eV
Kohn-Sham gap: 8.2786 eV

***

No. 6
Density functional theory data (the ωB97M-V functional and the def2-TZVPD basis) for a cluster of 8 separate species, C39H61ClO26S in total.

CARTESIAN COORDINATES (ANGSTROEM)
1 H 4.48436 3.51824 4.68620
2 H 4.67765 -1.24758 -1.40992
3 H -1.15153 3.90391 -8.39278
4 O -2.19260 -2.19111 -6.00926
5 O -2.93782 -2.61463 9.17666
6 H -1.74330 -4.15037 9.93704
7 O -3.25123 -3.51527 7.15981
8 H -2.54129 -5.97309 6.43654
9 H 1.20838 0.77736 -1.20861
10 C -2.60285 -4.00837 9.28652
11 H -0.06359 6.43624 -7.06518
12 O 5.29484 5.34256 5.17611
13 H -1.31932 -4.08649 7.54402
14 O -4.65050 -2.18261 3.35388
15 H -6.99617 -0.79385 -2.86370
16 C 5.41957 5.30400 6.52888
17 C -5.90226 -1.48331 5.31881
18 H -6.48665 -2.40571 5.36468
19 H -3.56193 -6.13994 7.85352
20 O 3.79563 4.74954 -1.68284
21 C -3.44113 -2.42446 7.93316
22 C 0.63495 1.17624 -3.29536
23 H -5.93828 -0.30398 -4.18012
24 H -4.96668 -0.21488 3.86752
25 H -5.46732 -2.50712 -2.65331
26 O -0.12863 -4.68793 5.24994
27 H 4.21237 5.10322 2.75555
28 H -2.10584 3.85414 -6.16714
29 O -3.98538 -1.43296 7.55816
30 C 5.29315 -0.60927 -2.03981
31 O 6.36794 5.68540 7.13124
32 H 2.25772 -2.88215 1.35366
33 O -0.42769 -5.72435 3.27369
34 H -6.56121 1.57490 -2.75984
35 C 1.16719 -4.56929 2.11394
36 H -0.12041 1.78063 -3.79369
37 O -1.28116 -2.02419 -3.32317
38 H 6.16453 4.33468 0.46483
39 C -2.32823 -4.37406 7.84884
40 C -4.99679 -1.52709 -2.63505
41 H -3.46203 -4.53789 9.70552
42 H -1.82140 -6.45942 7.98089
43 H -3.66464 -3.59285 -1.47658
44 C -1.03015 4.00039 -6.23730
45 O 0.94391 -3.96618 3.40023
46 H -1.85529 -2.53446 0.18473
47 C 0.79362 2.82089 -6.81343
48 C -5.51240 -1.16248 3.89838
49 C -2.72794 -3.08178 -1.68421
50 H 2.02924 -5.23682 2.20410
51 C 6.35514 -2.05140 -3.84089
52 C 5.89341 3.88119 -2.54670
53 H -6.48871 -0.67588 5.75757
54 C -4.85806 -2.21706 2.02081
55 C 6.53639 -1.29731 -2.54711
56 C 7.05470 0.77243 -1.82566
57 C -0.93877 -0.75099 -2.78654
58 C 5.21710 4.67937 -1.46471
59 H 0.01040 -6.22634 1.29859
60 O -4.28125 -2.09904 -4.79199
61 H 1.57342 2.39175 -1.79880
62 C 3.20425 4.85340 -0.46854
63 H -1.61437 6.28092 -7.91066
64 O -5.95203 -1.50099 1.67844
65 C 3.49291 5.05698 3.56587
66 C -5.77623 0.90367 -2.42667
67 H -0.08348 6.14322 -8.79311
68 H -0.74710 -0.77140 -1.70997
69 H -7.38156 -1.95327 3.09247
70 O -4.17128 -2.80548 1.24365
71 O -3.61019 -4.06131 -6.25726
72 O 4.09054 4.59614 0.52678
73 O 4.30551 4.77336 7.09834
74 C -2.57324 -5.82316 7.51488
75 C -3.75548 -1.55728 -3.52877
76 H 5.54700 2.84926 -2.53951
77 H 5.73848 -2.93709 -3.68922
78 C 0.11016 -4.78498 4.09015
79 H 6.97211 3.88820 -2.41660
80 H 5.18711 2.96824 -0.11125
81 H 5.60490 5.70221 -1.45163
82 H -0.83565 -3.69946 -0.87615
83 C 0.82810 1.59687 -1.82045
84 H -4.79465 1.30656 -2.66136
85 H -0.12082 1.97508 -1.44476
86 O 5.84450 0.47735 -1.28118
87 C 4.14643 4.54953 4.82719
88 H 7.32104 -2.35979 -4.23990
89 O 1.68731 2.04292 -6.75041
90 H -5.00125 -1.63824 5.92040
91 O 0.76058 3.89749 -7.64066
92 H -0.70917 4.69109 -5.45345
93 H 3.10913 6.06922 3.70592
94 C -0.59215 5.90630 -7.85900
95 O 7.42742 -0.17932 -2.71439
96 H 5.65303 4.29065 -3.52898
97 O 2.06016 5.12466 -0.29636
98 H 0.19607 -0.49725 -4.55921
99 H 2.66933 4.41010 3.26472
100 H 0.55777 -2.87880 0.92392
101 H -0.93182 -4.73772 1.53950
102 H -1.68303 0.02817 -2.98099
103 H 1.66752 -3.99163 0.10219
104 H 2.71295 5.60043 6.09029
105 O -2.71795 -3.62328 -3.94684
106 C -0.57918 4.41765 -7.61497
107 C -0.11180 -5.34757 1.92778
108 O -0.33577 2.75947 -6.05895
109 H 1.14625 -0.96656 -3.15067
110 C 1.42779 -3.52398 1.05744
111 C 3.30756 4.68399 6.07335
112 S -3.12533 -3.06459 -5.38140
113 H 4.67732 -0.19321 -2.84093
114 C -5.98987 -0.44651 -3.09843
115 C -2.56436 -2.44590 -3.03737
116 H 6.96634 -1.95416 -1.78531
117 H -3.48486 -0.54663 -3.82996
118 H -4.67497 -1.28829 -1.61942
119 H 5.88446 -1.42158 -4.59711
120 C -6.64083 -1.17456 2.89731
121 H -7.14484 -0.21440 2.81236
122 H 2.65527 3.83032 6.24312
123 O 7.68828 1.74238 -1.56304
124 C -1.73038 -3.09221 -0.73810
125 H 1.56951 1.38424 -3.82234
126 C 5.27320 4.05652 -0.09265
127 Cl -5.99855 0.80530 -0.64371
128 C 0.34667 -0.30441 -3.49479

Net charge: 0
HOMO: -8.5 eV
Kohn-Sham gap: 7.8114 eV

***

No. 7
Density functional theory data (the ωB97M-V functional and the def2-TZVPD basis) for the molecule C3H2F4.

CARTESIAN COORDINATES (ANGSTROEM)
1 C -0.53391 -0.47809 -0.10310
2 F 1.39337 -0.88795 1.17926
3 C 1.04954 -0.32674 0.02966
4 F 1.77435 -0.90263 -0.91566
5 H -0.44850 1.61956 -0.30006
6 F -0.90343 -1.71102 -0.12068
7 F 1.25906 1.00989 -0.04233
8 C -1.25993 0.68960 0.06637
9 H -2.33055 0.98737 0.20654

Energy relative to the best compared isomer or geometry (same formula, charge and spin): 35.37 kcal per mole
Net charge: 0
HOMO: -10.3 eV
Kohn-Sham gap: 11.1723 eV

***

No. 8
Density functional theory data (the ωB97M-V functional and the def2-TZVPD basis) for the molecule C24H31N3O4.

CARTESIAN COORDINATES (ANGSTROEM)
1 C 1.57565 -0.55011 4.46428
2 C 1.22247 2.01185 4.14895
3 H -0.72309 2.94556 -0.72164
4 H 0.06590 -0.87798 3.02748
5 H 0.53184 4.03681 4.77943
6 H 2.66575 -0.62559 4.38845
7 H 0.41216 -1.54019 -7.37822
8 H 0.87681 -0.34491 -1.98519
9 C 0.26841 2.34875 6.13237
10 H 0.29644 -0.69840 0.73559
11 O 3.08264 -1.16008 2.18681
12 C -2.19094 1.75708 -1.71583
13 C 1.87362 -1.15095 2.10310
14 C -2.72344 0.32427 -1.80536
15 H -0.41664 -2.11083 -3.95904
16 H -0.55050 3.90569 7.30697
17 H 1.21860 -1.24483 5.23133
18 H -0.38856 -2.85898 1.43827
19 C -0.37511 2.83688 7.38014
20 H -3.01568 2.44783 -1.50180
21 H 0.49212 1.00966 -6.72576
22 C -1.01091 -0.15298 -3.37307
23 C 1.15490 -1.35386 -1.68320
24 H -0.27206 1.25058 -0.87110
25 N -0.04841 -2.13661 -1.45578
26 H 2.56391 -0.35117 -0.37598
27 C 0.64566 2.99380 4.99306
28 H -0.60572 2.63821 -5.22539
29 H -3.13832 -0.02017 -0.85957
30 H 1.23907 -3.53806 1.28225
31 C 1.11212 -1.42568 0.81428
32 H 0.58684 -2.67649 -6.03409
33 N 1.06341 -0.92280 3.16282
34 H 2.75167 -2.09737 -0.38906
35 H 1.03859 -3.83061 -1.03874
36 C 0.52178 -2.84572 0.83926
37 C 2.01627 -1.29317 -0.40972
38 C 0.78065 -1.65833 -6.36101
39 H 0.26446 2.63767 8.23914
40 H -3.50356 0.27860 -2.57426
41 H -0.82442 1.88828 1.49007
42 H -1.32459 2.32871 7.54462
43 H -2.46429 2.29970 0.98824
44 H 1.63962 2.15944 3.17368
45 H -0.68544 -3.91773 -0.61514
46 O 0.57145 1.03395 6.03680
47 C 0.06714 0.67914 -5.79005
48 C 0.20098 -3.28325 -0.60128
49 C -1.60780 1.66655 0.76816
50 N -1.62102 -0.53827 -2.17228
51 O -1.69770 2.15716 -2.98584
52 C -1.08930 1.19572 -3.74412
53 H 1.72267 -1.80013 -2.50760
54 C 1.15783 0.83564 4.83387
55 H -1.90771 0.62873 0.89499
56 O -2.11595 -1.99371 -0.52585
57 C 0.12747 -0.66763 -5.44491
58 C -1.10210 1.92408 -0.64572
59 C -1.29786 -1.57928 -1.33061
60 H 1.85912 -1.50077 -6.37790
61 C -0.42598 -1.06943 -4.24179
62 C -0.54092 1.59571 -4.95746

Energy relative to the best compared isomer or geometry (same formula, charge and spin): 14.30 kcal per mole
Net charge: 0
HOMO: -8.0 eV
Kohn-Sham gap: 8.7785 eV

***

Calculated values (eV) of E for the records, taken in order: -47570.7670, -235588.9226, -17863.6284, -14074.0729, -14243.4229, -118023.0132, -14011.4313, -38052.7273.